Arrangement A

{
  "formula": "C4H7NO2S2",
  "method": "ωB97M-V/def2-TZVPD",
  "gap_ev": 8.389,
  "e_lumo_ev": -0.81,
  "multiplicity": 1,
  "total_charge": 0,
  "smiles": "CC[C@H](C(=S)S)[N+](=O)[O-]",
  "species": ["S", "S", "O", "O", "N", "C", "C", "C", "C", "H", "H", "H", "H", "H", "H", "H"],
  "coordinates": [[-0.430, 2.360, -0.311], [1.812, 1.064, -1.775], [-1.967, -1.205, -1.908], [-2.364, 0.529, -0.704], [-1.647, -0.338, -1.137], [0.410, 0.978, -0.948], [-0.272, -0.656, 0.846], [-0.237, -0.345, -0.660], [1.129, -0.736, 1.436], [1.069, -0.995, 2.489], [1.718, -1.495, 0.927], [-0.851, 0.123, 1.347], [0.483, 3.244, -0.729], [1.645, 0.217, 1.346], [0.287, -1.135, -1.207], [-0.783, -1.611, 0.988]]
}


Arrangement B

{
  "formula": "C4H7NO2S2",
  "method": "ωB97M-V/def2-TZVPD",
  "gap_ev": 9.390,
  "e_lumo_ev": 0.53,
  "multiplicity": 1,
  "total_charge": 0,
  "smiles": "CN1CS[C@](O)(S)C1=O",
  "species": ["S", "S", "O", "O", "N", "C", "C", "C", "C", "H", "H", "H", "H", "H", "H", "H"],
  "coordinates": [[2.248, -0.306, -1.396], [0.842, 1.843, 0.256], [0.314, -2.017, 0.374], [2.368, -0.166, 1.233], [-0.876, -0.149, 0.022], [-2.112, -0.771, -0.313], [0.251, -0.838, 0.187], [1.486, 0.098, 0.223], [-0.856, 1.274, 0.134], [2.830, 0.845, -1.329], [-1.239, 1.465, 1.152], [-2.705, -0.190, -1.047], [-2.664, -0.705, 0.670], [-1.367, 1.901, -0.591], [3.324, -0.402, 0.855], [-1.843, -1.882, -0.431]]
}


Which structure is the most stable? The one labeled arrangement B.


Arrangement A

{
  "formula": "C5H11NS",
  "method": "ωB97M-V/def2-TZVPD",
  "gap_ev": 8.407,
  "e_lumo_ev": -0.75,
  "multiplicity": 1,
  "total_charge": 0,
  "species": ["S", "N", "C", "C", "C", "C", "C", "H", "H", "H", "H", "H", "H", "H", "H", "H", "H", "H"],
  "coordinates": [[2.967, 0.386, -0.421], [3.682, -0.231, 0.655], [-0.669, -0.028, 0.055], [-2.075, -0.402, -0.366], [0.043, -0.657, 1.299], [-0.483, 0.740, 1.362], [0.057, 0.323, -1.180], [0.693, 1.258, -0.999], [-2.834, 0.421, -0.481], [0.298, 1.520, 1.230], [-1.310, 1.167, 1.931], [-1.980, -0.918, -1.315], [0.779, -0.482, -1.473], [-2.429, -1.024, 0.474], [-0.713, 0.372, -1.924], [3.455, -0.056, -1.778], [1.057, -0.939, 1.161], [-0.538, -1.449, 1.771]]
}


Arrangement B

{
  "formula": "C5H11NS",
  "method": "ωB97M-V/def2-TZVPD",
  "gap_ev": 9.763,
  "e_lumo_ev": 0.80,
  "multiplicity": 1,
  "total_charge": 0,
  "smiles": "C[C@@]1(S)CC[C@@H]1N",
  "species": ["S", "N", "C", "C", "C", "C", "C", "H", "H", "H", "H", "H", "H", "H", "H", "H", "H", "H"],
  "coordinates": [[0.976, 1.349, -0.100], [-0.354, -0.225, 2.122], [-1.853, -0.099, 0.038], [1.347, -1.300, -0.918], [-1.069, -0.175, -1.294], [0.248, -0.258, -0.457], [-0.629, -0.702, 0.771], [-1.190, -1.139, -1.804], [-1.188, 0.724, -1.920], [1.882, -0.940, -1.808], [-1.946, 0.931, 0.390], [1.339, 1.718, -1.351], [0.534, -0.577, 2.474], [0.892, -2.279, -1.040], [-0.631, -1.800, 0.736], [-0.371, 0.817, 2.208], [-2.755, -0.782, 0.090], [2.026, -1.480, -0.076]]
}


Which structure is the most stable? The one labeled arrangement B.


Arrangement A

{
  "formula": "C12H22N3",
  "method": "ωB97M-V/def2-TZVPD",
  "gap_ev": 9.604,
  "e_lumo_ev": -2.42,
  "multiplicity": 1,
  "total_charge": 1,
  "smiles": "CN[N+](C)(C)[C@H](c1ccccc1)N(C)C",
  "species": ["N", "N", "N", "C", "C", "C", "C", "C", "C", "C", "C", "C", "C", "C", "C", "H", "H", "H", "H", "H", "H", "H", "H", "H", "H", "H", "H", "H", "H", "H", "H", "H", "H", "H", "H", "H", "H"],
  "coordinates": [[-1.534, 1.071, -1.322], [-1.451, -0.531, 0.949], [-0.254, 0.556, -0.970], [0.025, -0.603, -1.880], [2.716, -1.762, 1.027], [-1.291, -1.655, 1.842], [-0.368, 0.312, 0.551], [1.827, 0.812, 1.698], [0.791, 1.586, -1.352], [0.994, -0.106, 1.033], [1.450, -1.354, 0.612], [-2.815, -0.032, 0.856], [3.156, 0.447, 1.927], [-1.987, 1.159, -2.676], [3.580, -0.858, 1.645], [-3.014, 0.251, -0.180], [-0.957, -2.552, 1.296], [1.150, 2.087, -0.439], [1.612, 1.088, -1.896], [-2.235, -1.944, 2.327], [-0.589, -1.415, 2.647], [-1.269, 1.435, -3.450], [4.577, -1.179, 1.934], [-0.142, -0.280, -2.925], [-2.329, 0.152, -2.926], [3.817, 1.170, 2.426], [-1.626, 1.911, -0.775], [1.085, -0.851, -1.869], [-2.803, 1.898, -2.638], [0.301, 2.261, -2.067], [-0.616, 1.375, 0.791], [0.801, -2.002, -0.010], [1.423, 1.808, 1.938], [-2.943, 0.832, 1.518], [-0.587, -1.480, -1.614], [3.010, -2.781, 0.831], [-3.506, -0.828, 1.143]]
}


Arrangement B

{
  "formula": "C12H22N3",
  "method": "ωB97M-V/def2-TZVPD",
  "gap_ev": 7.157,
  "e_lumo_ev": -4.10,
  "multiplicity": 1,
  "total_charge": 1,
  "smiles": "CC(C)/[NH+]=C/[C@H](C)C(C)(C)c1ncc[nH]1",
  "species": ["N", "N", "N", "C", "C", "C", "C", "C", "C", "C", "C", "C", "C", "C", "C", "H", "H", "H", "H", "H", "H", "H", "H", "H", "H", "H", "H", "H", "H", "H", "H", "H", "H", "H", "H", "H", "H"],
  "coordinates": [[-2.100, 0.177, 0.197], [3.448, -0.057, -1.108], [3.401, 0.360, 1.110], [-3.384, 0.444, -0.366], [1.136, -1.576, -1.155], [0.278, 0.338, 0.378], [-0.958, 0.166, -0.365], [1.388, -0.816, 0.166], [1.286, -1.708, 1.360], [-4.126, -0.724, -0.963], [4.570, 0.624, -0.777], [0.787, 1.658, -0.280], [-4.267, 1.086, 0.870], [4.568, 0.875, 0.623], [2.718, -0.122, 0.006], [-0.749, 0.025, -1.368], [0.186, 2.459, -0.173], [-5.118, 1.636, 0.558], [-3.350, 1.098, -1.183], [1.173, -0.954, -2.048], [0.301, -1.939, 1.731], [1.716, 2.124, 0.018], [0.929, 1.478, -1.357], [-2.295, 0.060, 1.134], [1.750, -2.522, 0.933], [5.320, 0.610, -1.558], [1.970, -1.292, 2.065], [-4.696, 0.184, 1.252], [-3.632, 1.581, 1.595], [3.140, 0.256, 2.049], [-3.436, -1.148, -1.709], [-4.897, -0.189, -1.491], [-4.474, -1.474, -0.298], [0.106, -2.051, -1.242], [5.262, 1.320, 1.313], [0.125, 0.341, 1.441], [1.922, -2.331, -1.356]]
}


Which structure is the most stable? The one labeled arrangement B.


Arrangement A

{
  "formula": "C5H7NO2S2",
  "method": "ωB97M-V/def2-TZVPD",
  "gap_ev": 8.828,
  "e_lumo_ev": -0.89,
  "multiplicity": 1,
  "total_charge": 0,
  "species": ["S", "S", "O", "O", "N", "C", "C", "C", "C", "C", "H", "H", "H", "H", "H", "H", "H"],
  "coordinates": [[0.977, -1.604, -0.996], [1.845, 0.052, 0.205], [2.931, 0.622, -0.500], [2.006, -0.378, 1.556], [-0.739, 0.401, 0.476], [0.299, 1.949, -1.204], [-0.847, -0.877, -0.085], [0.307, 1.320, 0.165], [-1.287, -1.922, 0.890], [-0.822, 1.466, 1.247], [-1.376, -2.983, 0.463], [0.552, 3.046, -1.116], [-0.546, -1.885, 1.743], [-1.493, -0.892, -0.976], [-2.294, -1.698, 1.431], [1.237, 1.604, -1.695], [-0.751, 1.778, -1.603]]
}


Arrangement B

{
  "formula": "C5H7NO2S2",
  "method": "ωB97M-V/def2-TZVPD",
  "gap_ev": 9.483,
  "e_lumo_ev": 0.30,
  "multiplicity": 1,
  "total_charge": 0,
  "smiles": "O=S1(=O)CN[C@@H]2C[C@H]3S[C@@]231",
  "species": ["S", "S", "O", "O", "N", "C", "C", "C", "C", "C", "H", "H", "H", "H", "H", "H", "H"],
  "coordinates": [[0.284, -2.664, -0.699], [-1.221, -0.298, 1.311], [-2.409, 0.206, 0.655], [-1.372, -1.072, 2.502], [0.435, 1.373, 0.216], [0.991, -0.224, -1.668], [-0.298, -1.109, -1.403], [-0.166, -1.006, 0.041], [-0.162, 1.271, 1.484], [0.964, 0.083, -0.168], [0.792, 0.677, -2.195], [1.893, -0.715, -1.970], [1.821, 0.110, 0.490], [-1.036, -1.113, -2.076], [-0.774, 2.069, 1.767], [0.678, 0.778, 2.136], [-0.421, 1.635, -0.425]]
}


Which structure is the most stable? The one labeled arrangement B.


Arrangement A

{
  "formula": "C6H14",
  "method": "ωB97M-V/def2-TZVPD",
  "gap_ev": 11.350,
  "e_lumo_ev": 1.12,
  "multiplicity": 1,
  "total_charge": 0,
  "smiles": "CC(C)C(C)C",
  "species": ["C", "C", "C", "C", "C", "C", "H", "H", "H", "H", "H", "H", "H", "H", "H", "H", "H", "H", "H", "H"],
  "coordinates": [[1.495, 1.235, -0.082], [-0.683, -0.080, 0.364], [-1.605, -1.205, -0.163], [-1.401, 1.286, 0.076], [1.495, -1.285, 0.165], [0.756, -0.030, -0.329], [1.494, -1.175, 1.293], [0.975, 1.982, -0.858], [0.449, -0.218, -1.369], [2.513, -1.276, -0.164], [-1.093, 2.103, 0.779], [1.130, 1.788, 1.037], [-1.923, -0.837, -1.253], [1.114, -2.279, -0.204], [-1.050, -2.233, -0.267], [2.666, 1.195, -0.202], [-0.405, -0.188, 1.448], [-2.635, 1.062, 0.061], [-1.052, 1.613, -1.021], [-2.523, -1.066, 0.533]]
}


Arrangement B

{
  "formula": "C6H14",
  "method": "ωB97M-V/def2-TZVPD",
  "gap_ev": 12.182,
  "e_lumo_ev": 1.24,
  "multiplicity": 1,
  "total_charge": 0,
  "smiles": "CCC(C)CC",
  "species": ["C", "C", "C", "C", "C", "C", "H", "H", "H", "H", "H", "H", "H", "H", "H", "H", "H", "H", "H", "H"],
  "coordinates": [[-1.267, -0.763, -0.123], [1.228, -0.676, -0.414], [0.012, 0.015, 0.221], [-2.509, -0.318, 0.647], [2.576, -0.032, -0.091], [-0.093, 1.481, -0.207], [-3.372, -0.943, 0.393], [-1.450, -0.674, -1.204], [0.139, -0.015, 1.315], [-1.094, -1.831, 0.070], [-2.347, -0.394, 1.729], [-0.195, 1.557, -1.298], [-0.960, 1.974, 0.245], [3.399, -0.643, -0.476], [0.794, 2.053, 0.086], [-2.781, 0.719, 0.423], [2.669, 0.965, -0.534], [1.090, -0.704, -1.505], [1.246, -1.722, -0.082], [2.715, 0.068, 0.993]]
}


Which structure is the most stable? The one labeled arrangement B.


Arrangement A

{
  "formula": "C6H14",
  "method": "ωB97M-V/def2-TZVPD",
  "gap_ev": 10.843,
  "e_lumo_ev": 1.30,
  "multiplicity": 1,
  "total_charge": 0,
  "smiles": "C=CC.CCC",
  "species": ["C", "C", "C", "C", "C", "C", "H", "H", "H", "H", "H", "H", "H", "H", "H", "H", "H", "H", "H", "H"],
  "coordinates": [[-3.979, 4.901, 0.652], [-3.444, 4.360, 1.920], [2.610, -2.345, -1.851], [3.233, -4.515, -0.489], [-3.808, 3.158, 2.362], [3.633, -3.404, -1.455], [-3.158, 5.576, 0.330], [-3.327, 2.802, 3.200], [2.482, -2.489, -2.948], [2.825, -1.397, -1.424], [2.608, -5.227, -0.823], [-4.503, 2.380, 1.959], [-4.886, 5.529, 0.822], [-2.691, 4.941, 2.504], [1.459, -2.670, -1.547], [-4.211, 4.182, -0.126], [4.495, -2.924, -0.955], [4.092, -3.971, -2.421], [3.930, -4.994, 0.031], [2.639, -3.892, 0.257]]
}


Arrangement B

{
  "formula": "C6H14",
  "method": "ωB97M-V/def2-TZVPD",
  "gap_ev": 11.824,
  "e_lumo_ev": 1.15,
  "multiplicity": 1,
  "total_charge": 0,
  "smiles": "CC(C)C(C)C",
  "species": ["C", "C", "C", "C", "C", "C", "H", "H", "H", "H", "H", "H", "H", "H", "H", "H", "H", "H", "H", "H"],
  "coordinates": [[0.682, 0.468, 0.310], [1.590, -0.423, 1.152], [-0.949, -1.363, -0.544], [-1.837, 0.935, 0.053], [1.263, 0.701, -1.082], [-0.739, -0.110, 0.301], [-2.452, 0.766, 0.928], [0.611, 1.444, 0.814], [1.401, -0.251, -1.609], [0.610, 1.336, -1.695], [-0.701, -1.221, -1.603], [-1.497, 1.978, 0.069], [2.581, 0.023, 1.277], [1.715, -1.406, 0.682], [-0.350, -2.188, -0.147], [-0.911, -0.444, 1.340], [-2.003, -1.661, -0.492], [1.155, -0.581, 2.147], [-2.454, 0.781, -0.842], [2.243, 1.187, -1.016]]
}


Which structure is the most stable? The one labeled arrangement B.